1.
Molecular formula: C3H4BrNO4
Method: DFT, ωB97M-V/def2-TZVPD

Element x y z (Å)
1 O -2.5122 0.4864 -0.9515
2 N -1.3613 0.7756 -1.0918
3 O -1.0252 1.6545 -1.8497
4 C -0.3612 -0.1033 -0.5335
5 Br 0.2372 -1.3579 -2.3084
6 C 0.9617 0.6327 0.0293
7 O 0.8462 0.4462 1.3439
8 C 0.2205 -0.7765 1.4728
9 O -0.6987 -0.9707 0.4426
10 H 1.8400 0.0314 -0.2853
11 H 1.1036 1.6743 -0.1982
12 H 0.9454 -1.6778 1.5156
13 H -0.1959 -0.8148 2.4143

Its SMILES is O=[N+]([O-])[C@@]1(Br)COCO1. The orbital gap comes out at 9.07 eV. Its calculated total energy is -82893.4090 eV. Its energy relative to the best compared isomer or geometry (same formula, charge and spin) is 82.7 kJ/mol. The lowest unoccupied orbital energy is -0.060 Ha.

***

2.
Molecular formula: C3H4BrO3S
Method: DFT, ωB97M-V/def2-TZVPD

Element x y z (Å)
1 C -0.3809 -0.1229 -0.3684
2 C -1.6695 0.4456 -0.1494
3 C 1.9330 -0.0267 0.6044
4 O -2.6594 0.1142 0.5089
5 O 3.1359 -1.5756 -1.3972
6 O 2.7372 -2.3285 0.9227
7 S 3.2114 -1.2528 0.0068
8 Br 2.6499 1.7545 0.2536
9 H -0.0861 -1.0149 -0.0470
10 H 0.1105 0.1235 -1.3479
11 H -1.7492 1.1954 -0.9013
12 H 1.9390 -0.0653 1.6356

The orbital gap (spin up / spin down) comes out at 6.82 / 6.48 eV. Its calculated total energy is -90193.0413 eV. Its energy relative to the best compared isomer or geometry (same formula, charge and spin) is 450.1 kJ/mol. The total charge is -1. The lowest unoccupied orbital energy (spin up / spin down) is 0.088 / 0.079 Ha.

***

3.
Molecular formula: C3H4CeO
Method: DFT, ωB97M-V/def2-TZVPD

Element x y z (Å)
1 C -0.5806 0.8687 0.0212
2 C -1.0584 -0.6059 0.0221
3 C 0.3414 -0.2811 -0.0518
4 O 1.4905 -0.6832 0.0633
5 Ce 3.8603 -0.0305 -0.1158
6 H -0.6428 1.4304 0.9573
7 H -0.6874 1.4583 -0.8935
8 H -1.4428 -1.0376 0.9499
9 H -1.2803 -1.1189 -0.9528

The orbital gap (spin up / spin down) comes out at 5.05 / 8.22 eV. Its calculated total energy is -18114.1613 eV. Its spin multiplicity is 2. The total charge is +3. The lowest unoccupied orbital energy (spin up / spin down) is -0.640 / -0.560 Ha.

***

4.
Molecular formula: C3H4Cl2
Method: DFT, ωB97M-V/def2-TZVPD

Element x y z (Å)
1 C -1.4251 -0.2733 0.0900
2 C -0.2531 -0.2293 -0.5461
3 C 0.9815 0.1919 0.2044
4 Cl 2.4080 -0.8743 -0.0769
5 Cl 1.4570 1.8073 -0.1155
6 H -1.5050 -0.1750 1.1345
7 H -2.3515 -0.3183 -0.3324
8 H -0.0948 -0.2704 -1.6335
9 H 0.7828 0.1414 1.2755

Its SMILES is C=CC(Cl)Cl. The orbital gap comes out at 11.41 eV. Its calculated total energy is -28219.8106 eV. Its energy relative to the best compared isomer or geometry (same formula, charge and spin) is 33.7 kJ/mol. The lowest unoccupied orbital energy is 0.036 Ha.

***

5.
Molecular formula: C3H4Cl2
Method: DFT, ωB97M-V/def2-TZVPD

Element x y z (Å)
1 C -1.2090 0.7001 -0.5806
2 C -0.4280 -0.2248 -0.0596
3 Cl -1.4501 -1.8116 -0.0709
4 C 1.0715 -0.0971 0.4484
5 Cl 2.0660 -1.2700 -0.4108
6 H -2.3616 0.4321 -0.7530
7 H -0.4738 1.7044 -0.4313
8 H 1.5717 0.7345 0.3055
9 H 1.2133 -0.1676 1.5522

Its SMILES is C=C(Cl)CCl. The orbital gap comes out at 10.83 eV. Its calculated total energy is -28218.1054 eV. Its energy relative to the best compared isomer or geometry (same formula, charge and spin) is 198.2 kJ/mol. The lowest unoccupied orbital energy is 0.027 Ha.

***

6.
Molecular formula: C3H4Cl2N2
Method: DFT, ωB97M-V/def2-TZVPD

Element x y z (Å)
1 C 0.1010 0.2955 1.4909
2 C 0.8283 0.0006 0.2843
3 C -0.3973 -0.8923 -1.6767
4 N -1.1999 0.2955 1.4312
5 N 0.4176 -0.2151 -0.9175
6 Cl -2.0523 0.8455 2.8188
7 Cl 1.1388 1.3141 -2.2265
8 H 0.5021 0.5911 2.4894
9 H 1.9047 0.1007 0.3098
10 H -0.2793 -0.5639 -2.7156
11 H -0.9637 -1.7718 -1.2881

The orbital gap (spin up / spin down) comes out at 7.08 / 7.23 eV. Its calculated total energy is -31196.0916 eV. Its energy relative to the best compared isomer or geometry (same formula, charge and spin) is 386.5 kJ/mol. The lowest unoccupied orbital energy (spin up / spin down) is -0.060 / -0.048 Ha.

***

7.
Molecular formula: C3H4Cl2N2
Method: DFT, ωB97M-V/def2-TZVPD

Element x y z (Å)
1 C -0.1307 -0.2008 0.5238
2 C 0.4974 -1.1152 1.1727
3 C 0.4133 0.5703 -0.7475
4 N 2.1524 -0.8230 -0.5080
5 N 1.8562 0.3798 -0.6866
6 Cl 3.6429 -1.1308 0.1745
7 Cl 2.6149 1.7460 0.3539
8 H -1.1873 0.2533 0.5050
9 H 0.3769 -1.9662 1.8069
10 H 0.0935 0.2055 -1.8415
11 H 0.2630 1.5851 -0.7016

The orbital gap (spin up / spin down) comes out at 7.56 / 7.86 eV. Its calculated total energy is -31193.7617 eV. Its energy relative to the best compared isomer or geometry (same formula, charge and spin) is 611.3 kJ/mol. The lowest unoccupied orbital energy (spin up / spin down) is -0.019 / -0.020 Ha.

***

8.
Molecular formula: C3H4Cl2N3
Method: DFT, ωB97M-V/def2-TZVPD

Element x y z (Å)
1 H 0.4059 1.7594 1.3597
2 N -0.0755 1.2841 0.5906
3 C 0.7557 1.0971 -0.3454
4 Cl 2.3164 1.8223 -0.5551
5 N 0.5347 0.0970 -1.2490
6 C -0.1462 -1.0143 -0.9589
7 N -1.0039 -1.0838 -0.0430
8 C -1.3012 -0.7495 1.1509
9 Cl -0.2421 -1.0554 2.3836
10 H 1.1736 0.0188 -1.9385
11 H -0.1466 -1.7124 -1.7981
12 H -2.2708 -0.4632 1.4033

Its SMILES is [H]/N=C(Cl)/[NH+]=C\N=C/Cl. The orbital gap comes out at 9.75 eV. Its calculated total energy is -32682.4163 eV. Its energy relative to the best compared isomer or geometry (same formula, charge and spin) is 55.3 kJ/mol. The total charge is +1. The lowest unoccupied orbital energy is -0.193 Ha.